Density functional theory data (wB97M-V/def2-TZVPD) for a cluster of 2 separate species, C31H32BF3O2S in total.

Each line ends with the natural charge from an NBO analysis.
Geometry (Å):
C 3.477 -2.183 1.375  -0.6255
C 2.799 -3.038 0.313  0.2374
C 3.262 -4.476 0.490  -0.6258
O 1.387 -3.013 0.629  -0.7310
B 0.756 -2.488 -0.470  1.1792
C -0.540 -1.436 -0.226  -0.5876
C -0.926 -0.361 -1.200  -0.0033
C -0.071 0.020 -2.237  -0.1654
C -0.516 0.810 -3.296  -0.2029
C -1.854 1.201 -3.379  -0.2966
C -2.685 0.852 -2.321  0.4108
F -4.000 1.258 -2.353  -0.3391
C -2.252 0.103 -1.229  -0.2881
C -1.075 -1.439 1.171  0.0474
C -1.728 -0.340 1.741  -0.2914
C -2.289 -0.443 3.012  0.4090
F -2.912 0.664 3.567  -0.3427
C -2.275 -1.610 3.761  -0.3689
C -1.657 -2.707 3.160  0.4186
F -1.627 -3.902 3.840  -0.3324
C -1.080 -2.645 1.897  -0.2931
O 1.490 -2.466 -1.631  -0.7340
C 2.874 -2.507 -1.192  0.2594
C 3.443 -1.103 -1.311  -0.6562
C 3.601 -3.412 -2.171  -0.6276
H 4.567 -2.188 1.246  0.2115
H 3.117 -1.146 1.369  0.2210
H 3.254 -2.602 2.365  0.2280
H 4.349 -4.551 0.358  0.2122
H 3.024 -4.810 1.508  0.2260
H 2.763 -5.145 -0.221  0.2157
H -1.010 -2.376 -0.681  0.2593
H 0.953 -0.347 -2.226  0.2197
H 0.188 1.108 -4.073  0.2162
H -2.244 1.776 -4.217  0.2317
H -2.967 -0.164 -0.453  0.2405
H -1.786 0.588 1.176  0.2464
H -2.729 -1.668 4.746  0.2472
H -0.656 -3.549 1.474  0.2351
H 4.499 -1.074 -1.011  0.2210
H 3.388 -0.768 -2.356  0.2214
H 2.883 -0.378 -0.703  0.2315
H 4.669 -3.465 -1.929  0.2116
H 3.181 -4.425 -2.171  0.2199
H 3.510 -3.003 -3.186  0.2243
C -5.669 4.028 0.107  -0.6290
C -4.210 3.724 0.257  -0.0334
C -3.709 3.126 1.415  -0.1595
C -2.357 2.824 1.523  -0.2128
C -1.500 2.969 0.405  -0.0966
C -0.189 2.358 0.374  -0.2053
C 0.517 1.780 1.419  -0.2321
C 1.896 1.586 1.138  -0.2773
C 2.270 2.092 -0.102  -0.1885
C 3.645 2.248 -0.629  -0.6465
S 0.911 2.735 -0.940  0.4452
C -1.988 3.688 -0.707  -0.1836
C -3.330 4.016 -0.795  -0.2069
H -6.118 3.397 -0.673  0.2236
H -6.202 3.847 1.045  0.2137
H -5.826 5.073 -0.193  0.2174
H -4.390 2.895 2.237  0.2085
H -1.960 2.443 2.463  0.2221
H 0.061 1.525 2.370  0.2295
H 2.617 1.158 1.835  0.2203
H 4.362 2.220 0.199  0.2276
H 3.906 1.453 -1.339  0.2196
H 3.736 3.205 -1.156  0.2272
H -1.303 3.969 -1.509  0.2139
H -3.720 4.491 -1.698  0.2124

Results
multiplicity	1
LUMO	0.40	eV
ΔE to the lowest compared entry with this formula, charge and spin	10.25	kcal/mol
Kohn-Sham gap	7.914	eV


Density functional theory data (wB97M-V/def2-TZVPD) for the molecule C2HNO2.

Each line ends with the natural charge from an NBO analysis.
Geometry (Å):
C 1.257 0.026 -0.035  0.1590
C -0.148 0.149 -0.040  0.1603
N 2.383 -0.077 0.055  -0.2141
O -2.159 -0.503 0.067  -0.3253
O -0.929 -0.829 -0.056  -0.0084
H -0.404 1.234 0.009  0.2286

Results
multiplicity	1
LUMO (spin up / spin down)	-1.73 / -1.74	eV
ΔE to the lowest compared entry with this formula, charge and spin	136.12	kcal/mol
Kohn-Sham gap (spin up / spin down)	8.325 / 9.279	eV


Density functional theory data (wB97M-V/def2-TZVPD) for a cluster of 8 separate species, C54H53N3O15PS in total.

Each line ends with the Mulliken charge.
Geometry (Å):
C -3.712 -0.174 -2.791  -0.3672
O -3.982 -0.530 -4.126  -0.4794
C -2.807 -0.790 -4.857  -1.0686
C -2.099 -2.060 -4.434  1.1475
C -2.877 -3.359 -4.721  -1.0565
C -2.543 -4.408 -3.663  -0.6786
C -3.160 -4.076 -2.293  -0.9781
C -2.226 -4.240 -1.077  -0.2968
C -2.079 -2.958 -0.239  -0.4884
C -0.723 -2.254 -0.236  -1.5811
N 0.430 -3.148 -0.316  1.0539
C 1.008 -3.841 0.748  0.0374
P 0.468 -3.709 2.459  0.2536
S 1.388 -2.264 3.367  -0.3171
C 2.033 -4.571 0.241  -0.7942
N 2.097 -4.294 -1.111  0.1824
C 1.113 -3.432 -1.431  -0.6132
N 0.856 -2.976 -2.677  -0.0609
H -3.648 -1.049 -2.141  -0.0863
H -2.769 0.355 -2.695  0.3272
H -4.521 0.440 -2.411  0.4662
H -2.120 0.052 -4.722  0.3930
H -3.062 -0.835 -5.912  0.4442
H -1.153 -2.120 -4.971  0.5041
H -1.890 -2.018 -3.364  -0.8646
H -2.549 -3.726 -5.689  0.4323
H -3.944 -3.153 -4.729  0.3714
H -2.925 -5.377 -3.976  0.3774
H -1.458 -4.491 -3.615  0.2345
H -3.603 -3.087 -2.313  0.2090
H -3.992 -4.764 -2.176  0.5805
H -2.659 -4.983 -0.413  -0.0254
H -1.281 -4.661 -1.422  0.5930
H -2.772 -2.235 -0.655  0.1366
H -2.426 -3.146 0.772  0.7088
H -0.612 -1.724 0.708  0.4818
H -0.660 -1.486 -0.998  0.3158
H 0.803 -4.961 2.983  0.1075
H -0.928 -3.592 2.449  0.0851
H 2.718 -5.246 0.715  0.4722
H 2.765 -4.653 -1.773  0.2646
H 1.643 -3.078 -3.307  0.4322
H 0.511 -2.026 -2.726  0.2183
C -1.798 2.857 0.998  -0.5025
C -2.217 3.940 1.646  -0.1686
C -3.176 4.885 1.018  0.2514
O -3.561 5.871 1.607  -0.5513
C -3.647 4.577 -0.358  -0.5266
C -3.225 3.492 -1.003  -0.3206
C -2.269 2.550 -0.371  0.4090
O -1.887 1.556 -0.961  -0.4642
H -1.102 2.154 1.437  0.4844
H -1.888 4.180 2.645  0.4345
H -4.346 5.279 -0.795  0.4402
H -3.553 3.246 -2.005  0.4774
C -1.724 -7.611 3.276  -0.4838
C -2.053 -6.755 2.313  -0.2391
C -3.394 -6.117 2.274  0.3441
O -3.685 -5.336 1.389  -0.5059
C -4.354 -6.467 3.346  -0.4222
C -4.028 -7.323 4.312  -0.4223
C -2.688 -7.962 4.357  0.2418
O -2.382 -8.738 5.231  -0.5148
H -0.755 -8.093 3.326  0.4579
H -1.372 -6.488 1.512  0.6281
H -5.324 -5.989 3.294  0.4414
H -4.713 -7.593 5.105  0.4171
C 4.204 1.014 -1.934  -0.3468
C 4.021 -0.048 -2.716  -0.6017
C 3.661 -1.362 -2.144  0.7278
O 3.473 -2.344 -2.847  -0.7169
C 3.520 -1.454 -0.675  -0.0649
C 3.695 -0.399 0.112  -0.5908
C 4.051 0.930 -0.455  0.3303
O 4.201 1.899 0.252  -0.5413
H 4.465 1.985 -2.336  0.5106
H 4.125 0.012 -3.792  0.4749
H 3.264 -2.424 -0.271  0.3495
H 3.585 -0.467 1.187  0.4995
C -2.821 4.525 6.580  -0.2732
C -3.242 5.603 7.234  -0.3923
C -4.205 6.553 6.618  0.2918
O -4.587 7.537 7.211  -0.5359
C -4.681 6.250 5.242  -0.5028
C -4.260 5.171 4.589  -0.1187
C -3.299 4.228 5.209  0.4311
O -2.911 3.241 4.609  -0.5804
H -2.122 3.823 7.013  0.3898
H -2.908 5.840 8.237  0.4708
H -5.381 6.954 4.811  0.4261
H -4.593 4.933 3.590  0.4053
C 3.366 2.154 -7.629  -0.4551
C 2.742 1.812 -8.753  -0.4106
C 2.262 0.424 -8.977  0.2616
O 1.695 0.106 -9.996  -0.5274
C 2.506 -0.568 -7.894  -0.4434
C 3.129 -0.224 -6.772  -0.2630
C 3.606 1.165 -6.552  0.6350
O 4.173 1.481 -5.525  -0.5510
H 3.725 3.158 -7.444  0.4429
H 2.555 2.517 -9.553  0.4121
H 2.149 -1.573 -8.080  0.4514
H 3.319 -0.932 -5.973  0.4338
C 0.413 1.859 7.583  -0.2701
C 1.686 1.502 7.447  -0.4721
C 2.730 1.996 8.383  0.3596
O 3.889 1.671 8.256  -0.5349
C 2.295 2.903 9.476  -0.3761
C 1.021 3.260 9.612  -0.4312
C -0.018 2.765 8.677  0.5406
O -1.183 3.086 8.796  -0.5880
H -0.365 1.513 6.913  0.4488
H 2.026 0.842 6.658  0.4847
H 3.071 3.250 10.146  0.4061
H 0.681 3.919 10.400  0.4245
C 5.821 4.552 -1.250  -0.3220
C 4.817 5.007 -1.994  -0.3685
C 5.062 5.862 -3.184  0.4048
O 4.145 6.272 -3.861  -0.5578
C 6.473 6.191 -3.510  -0.3978
C 7.479 5.737 -2.767  -0.3827
C 7.233 4.880 -1.579  0.2957
O 8.147 4.460 -0.904  -0.5387
H 5.660 3.926 -0.381  0.5344
H 3.781 4.779 -1.773  0.4792
H 6.628 6.816 -4.381  0.4246
H 8.514 5.965 -2.987  0.4291

Results
multiplicity	1
LUMO	-4.32	eV
net charge	+1
Kohn-Sham gap	7.028	eV


Density functional theory data (wB97M-V/def2-TZVPD) for a cluster of 2 separate species, CH3NO2S2 in total.

Each line ends with the natural charge from an NBO analysis.
Geometry (Å):
C 0.272 0.515 -1.232  0.5060
N 0.411 -0.138 -0.119  -0.7697
O 0.917 0.148 -2.209  -0.6562
O -0.571 1.861 -4.310  -0.8660
S 0.887 -0.407 -5.255  -0.2924
S 0.771 1.310 -4.460  1.1150
H -0.359 1.423 -1.467  0.1644
H 0.998 -0.872 -0.168  0.3998
H -0.050 0.053 0.734  0.3991

Results
multiplicity	1
LUMO	-0.80	eV
ΔE to the lowest compared entry with this formula, charge and spin	1.98	kcal/mol
Kohn-Sham gap	8.535	eV


Density functional theory data (wB97M-V/def2-TZVPD) for a structure of composition C35H52DyOP3Sb.

Each line ends with the Löwdin spin population.
Geometry (Å):
Dy -0.648 -0.457 -1.300  5.0587
P 1.389 0.830 0.937  -0.0103
P -1.388 2.184 -1.558  -0.0017
P 1.856 -0.514 -2.421  -0.0034
H -2.248 -2.728 0.283  0.0004
C -1.365 -2.875 -0.343  -0.0100
C -0.071 -2.743 0.136  -0.0113
H 0.158 -2.379 1.154  0.0002
C 1.389 1.458 2.680  -0.0025
C 2.217 2.336 0.261  -0.0009
C 2.864 -0.254 1.184  -0.0009
C -2.791 2.048 -2.734  0.0018
C -2.063 3.432 -0.416  0.0015
C -0.217 3.231 -2.494  0.0015
C 2.851 -2.051 -2.236  0.0004
C 3.192 0.713 -2.723  0.0000
C 1.212 -0.684 -4.139  0.0025
H -1.562 -3.470 -1.241  0.0003
H 0.789 -3.206 -0.369  0.0002
H 1.148 0.664 3.397  0.0000
H 0.661 2.265 2.822  0.0000
H 2.386 1.851 2.935  -0.0005
H 1.480 3.149 0.204  0.0000
H 2.628 2.150 -0.737  0.0000
H 3.032 2.633 0.942  -0.0003
H 2.563 -1.125 1.783  0.0000
H 3.641 0.302 1.733  -0.0003
H 3.270 -0.605 0.228  0.0000
H -3.101 3.089 -2.920  0.0004
H -3.636 1.478 -2.310  0.0002
H -2.442 1.586 -3.668  0.0001
H -2.666 4.156 -0.982  0.0003
H -1.232 3.956 0.074  0.0000
H -2.692 2.966 0.353  0.0001
H -0.745 4.127 -2.839  0.0003
H 0.184 2.688 -3.359  0.0001
H 0.615 3.518 -1.841  0.0000
H 3.315 -2.330 -3.194  0.0001
H 2.214 -2.883 -1.902  0.0002
H 3.644 -1.930 -1.484  0.0000
H 3.764 0.439 -3.624  0.0001
H 3.890 0.776 -1.877  0.0000
H 2.756 1.707 -2.889  0.0000
H 2.067 -0.933 -4.779  0.0006
H 0.764 0.251 -4.502  0.0001
H 0.466 -1.478 -4.264  0.0001
C -2.055 -1.822 -4.302  -0.0001
C -3.066 -1.143 -4.969  0.0001
C -3.357 -1.559 -6.283  0.0000
C -2.625 -2.626 -6.843  0.0000
C -1.645 -3.318 -6.115  0.0000
C -1.361 -2.914 -4.793  -0.0001
O -1.719 -1.316 -2.995  -0.0152
H -2.604 -1.181 -2.576  -0.0025
H -3.556 -0.294 -4.481  0.0000
H -4.141 -1.049 -6.848  0.0000
H -2.865 -2.964 -7.867  0.0000
H -1.121 -4.171 -6.545  0.0000
H -0.607 -3.399 -4.177  0.0000
C -3.374 3.546 5.337  0.0000
C -2.591 3.844 4.209  0.0000
C -2.166 2.813 3.356  0.0000
C -2.523 1.491 3.631  -0.0010
C -3.337 1.195 4.731  -0.0002
C -3.749 2.224 5.589  -0.0001
Sb -1.695 -0.133 2.416  -0.0054
C -0.605 -1.020 4.120  -0.0019
C -0.159 -2.343 4.033  -0.0002
C 0.597 -2.901 5.073  0.0000
C 0.891 -2.154 6.216  -0.0001
C 0.434 -0.837 6.312  -0.0001
C -0.314 -0.271 5.269  -0.0004
C -3.465 -1.382 2.447  -0.0003
C -3.602 -2.436 3.360  -0.0002
C -4.720 -3.285 3.271  0.0000
C -5.707 -3.049 2.304  0.0000
C -5.574 -1.967 1.427  0.0000
C -4.467 -1.122 1.512  0.0002
H -3.693 4.351 5.999  0.0000
H -2.300 4.873 3.992  0.0000
H -1.545 3.053 2.484  0.0000
H -3.648 0.173 4.943  0.0000
H -4.359 1.983 6.463  0.0000
H -0.401 -2.958 3.165  0.0000
H 0.940 -3.931 4.993  0.0000
H 1.482 -2.587 7.026  0.0000
H 0.648 -0.238 7.199  0.0000
H -0.672 0.757 5.374  0.0000
H -2.855 -2.625 4.140  0.0000
H -4.825 -4.120 3.973  0.0000
H -6.569 -3.715 2.228  0.0000
H -6.343 -1.766 0.686  0.0000
H -4.378 -0.265 0.847  0.0001

Results
multiplicity	6
LUMO (spin up / spin down)	-10.03 / -9.82	eV
ΔE to the lowest compared entry with this formula, charge and spin	2.73	kcal/mol
net charge	+3
Kohn-Sham gap (spin up / spin down)	5.358 / 5.568	eV